Computed, not measured: 5 unconnected molecules or ions with the total composition C17H49BN5O5S, with ωB97M-V/def2-TZVPD.

Geometry as XYZ:
```
78
Properties=species:S:1:pos:R:3:forces:R:3:lowdin_charge:R:1
N -8.14156 -1.86066 4.54520 -0.1 -0.1 0.6 0.08
B -8.20619 -0.41287 5.00761 0.4 0.3 -0.2 -0.77
O -6.94451 0.23079 4.80839 -0.1 -0.6 -0.5 0.01
C -9.39762 0.34414 5.59556 -0.5 -0.5 0.0 -0.58
S -10.81913 0.20192 4.51962 0.0 -0.1 -0.3 0.46
H -8.61314 -1.99323 3.65475 0.2 0.1 -0.1 0.04
H -8.69644 -2.41169 5.19889 -0.2 0.1 -0.2 0.05
H -7.05152 0.82749 4.06288 0.0 0.5 0.4 0.07
H -9.73360 -0.01023 6.57878 0.3 0.3 0.2 -0.04
H -10.98595 -1.12612 4.19446 -0.1 0.0 0.1 -0.22
C -3.53624 -4.08927 5.87190 0.0 0.0 0.0 -0.08
C -4.81057 -3.57584 5.20485 0.0 0.0 0.0 -0.44
C -4.83953 -3.77516 3.68507 0.0 0.0 0.0 -0.20
O -4.00264 -2.89295 2.94890 0.0 0.0 0.0 -0.19
C -2.65312 -3.26296 2.85137 0.2 0.0 0.0 -0.12
N -5.06050 -2.20071 5.60919 0.0 0.0 -0.1 0.06
H -2.71179 -3.39134 5.71658 0.0 0.0 0.0 0.06
H -3.69245 -4.17064 6.94760 0.0 0.0 0.0 0.07
H -3.23791 -5.06725 5.48536 0.0 0.0 0.0 0.07
H -5.65006 -4.17219 5.58268 0.0 0.0 0.0 0.13
H -5.85297 -3.56486 3.34183 0.0 0.0 0.0 0.11
H -4.58138 -4.81383 3.42750 0.0 0.0 0.0 0.11
H -2.52726 -4.34992 2.76572 -0.1 0.0 0.0 0.09
H -2.05047 -2.91879 3.69755 -0.1 0.0 0.0 0.08
H -2.24606 -2.80269 1.94951 0.0 0.0 0.0 0.06
H -5.97650 -1.91850 5.25822 0.0 0.0 0.1 0.02
H -4.40927 -1.59055 5.12330 0.0 0.0 0.1 0.07
C -1.48923 1.33910 -1.22942 0.0 0.0 0.0 -0.08
C -2.11105 0.48531 -0.12884 0.0 0.0 0.0 -0.43
C -1.61674 0.82027 1.28311 0.0 0.0 0.0 -0.20
O -0.29690 0.38120 1.55731 0.0 0.0 0.0 -0.19
C 0.72608 1.26214 1.14320 0.0 0.0 0.0 -0.11
N -1.93576 -0.92998 -0.46483 -0.1 0.1 0.1 0.05
H -0.46857 1.01257 -1.43854 0.0 0.0 0.0 0.06
H -2.06510 1.23391 -2.14868 0.0 0.0 0.0 0.08
H -1.46214 2.39469 -0.95062 0.0 0.0 0.0 0.08
H -3.18916 0.67670 -0.11707 0.0 0.0 0.0 0.14
H -2.25660 0.30573 2.00307 0.0 0.0 0.0 0.12
H -1.69541 1.89971 1.47037 0.0 0.0 0.0 0.12
H 0.42869 2.30808 1.28566 0.0 0.0 0.0 0.09
H 1.01060 1.12888 0.09849 0.0 0.0 0.0 0.06
H 1.59780 1.06044 1.76695 0.0 0.0 0.0 0.09
H -2.47118 -1.48131 0.19861 0.0 -0.1 -0.1 0.05
H -0.96226 -1.17401 -0.30461 0.0 0.0 0.0 0.07
C 3.78713 3.67721 -4.05847 0.0 0.0 0.0 -0.06
C 2.39629 3.11357 -3.79029 0.0 0.0 0.0 -0.43
C 1.96099 3.23902 -2.32604 0.0 0.0 0.0 -0.20
O 2.59525 2.32311 -1.44946 0.0 0.0 -0.1 -0.21
C 3.86738 2.69933 -0.96796 0.0 0.1 0.0 -0.10
N 2.33158 1.73743 -4.27974 0.0 0.0 0.0 0.05
H 4.55747 2.99224 -3.70245 0.0 0.0 0.0 0.05
H 3.94180 3.80234 -5.13012 0.0 0.0 0.0 0.08
H 3.92203 4.64549 -3.57226 0.0 0.0 0.0 0.08
H 1.67316 3.69688 -4.37108 0.0 0.0 0.0 0.14
H 0.89505 3.00895 -2.25813 0.0 0.0 0.0 0.11
H 2.10989 4.26510 -1.96278 0.0 0.0 0.0 0.12
H 3.92952 3.78320 -0.81969 0.0 0.0 0.0 0.09
H 4.67559 2.39730 -1.64025 0.0 0.0 0.0 0.07
H 4.00816 2.20410 -0.00723 0.0 0.0 0.0 0.09
H 1.37965 1.39096 -4.21818 0.0 0.0 0.0 0.07
H 2.88046 1.15755 -3.65219 0.0 0.0 -0.1 0.06
C 8.68252 -0.73215 -4.71644 0.0 0.0 0.0 -0.07
C 8.06303 0.48120 -5.40106 0.0 0.0 0.0 -0.44
C 7.09875 1.27446 -4.51228 0.0 0.0 0.0 -0.21
O 5.83974 0.66299 -4.31329 0.0 0.0 0.0 -0.20
C 5.77957 -0.31176 -3.29278 0.0 0.0 0.1 -0.10
N 7.45962 0.05984 -6.66412 0.0 0.0 0.0 0.04
H 7.96630 -1.55260 -4.65749 0.0 0.0 0.0 0.07
H 9.53684 -1.08593 -5.29217 0.0 0.0 0.0 0.07
H 9.01629 -0.49477 -3.70478 0.0 0.0 0.0 0.08
H 8.87226 1.17710 -5.65020 0.0 0.0 0.0 0.13
H 6.87979 2.22456 -5.00660 0.0 0.0 0.0 0.12
H 7.56613 1.49812 -3.54274 0.0 0.0 0.0 0.12
H 6.44883 -0.05869 -2.46268 0.0 0.0 0.0 0.09
H 6.03765 -1.31124 -3.65170 0.0 0.0 0.0 0.08
H 4.75438 -0.33452 -2.92250 0.0 0.0 0.0 0.08
H 7.16413 0.87024 -7.19791 0.0 0.0 0.0 0.07
H 6.60816 -0.45616 -6.46239 0.0 0.0 0.0 0.07
```
Positions in Å, forces in eV/Å.

Computed properties:
**E**: -47622.1916 eV
**Total charge**: -1



Computed, not measured: a molecular structure, C29H33CaN7O8S3Se, with ωB97M-V/def2-TZVPD.

Geometry as XYZ:
```
82
Properties=species:S:1:pos:R:3:forces:R:3:lowdin_charge:R:1
Ca -0.96329 1.17375 0.56550 1.5 0.0 -0.1 1.39
C 1.18121 4.43410 -6.15592 -0.1 0.0 0.0 -0.10
O 1.70433 5.60759 -5.55684 0.1 0.0 0.0 -0.09
C 2.52473 5.40631 -4.48688 0.0 0.0 -0.1 -0.29
C 2.83249 4.15229 -3.97491 0.1 -0.1 0.2 0.00
C 3.66539 4.04939 -2.86675 0.0 -0.1 -0.1 -0.01
C 4.21509 5.17755 -2.26778 -0.1 0.0 0.1 -0.30
C 3.91943 6.42313 -2.81591 0.0 0.1 0.1 -0.05
C 3.07368 6.54264 -3.90314 0.0 0.1 0.1 -0.02
N 5.22596 5.12360 -1.24743 0.0 -0.4 -0.2 0.03
N 5.24036 4.23366 -0.36574 -0.2 0.5 0.3 0.04
C 4.14231 3.41195 -0.03253 0.0 -0.2 -0.1 -0.28
C 4.48348 2.10587 0.27790 0.1 0.1 -0.2 -0.05
C 3.54880 1.10003 0.46923 -0.1 0.0 0.0 -0.03
C 2.17036 1.37020 0.42844 0.1 0.0 0.0 -0.36
O 1.27372 0.46598 0.50588 0.2 0.4 0.2 -0.23
C 1.79531 2.78681 0.32977 0.0 -0.1 0.1 -0.12
N 0.47854 3.06242 0.53388 0.7 0.9 -0.2 0.04
C 0.06962 4.31703 0.47538 0.1 -0.3 0.0 -0.09
C 0.96356 5.37829 0.26070 0.0 0.1 0.0 -0.04
C 2.29243 5.11847 0.07893 0.0 0.0 -0.1 -0.02
C 2.75900 3.78644 0.07560 0.2 0.1 0.1 -0.11
H 0.49728 4.76134 -6.93424 0.0 0.0 0.0 0.09
H 0.64854 3.81832 -5.43283 -0.1 -0.1 0.0 0.02
H 1.97201 3.82508 -6.60168 0.1 0.0 0.0 0.09
H 2.42052 3.24501 -4.39964 0.0 0.1 0.1 0.10
H 3.89553 3.06577 -2.47847 0.0 0.0 0.0 0.12
H 4.36026 7.30331 -2.36136 0.0 0.0 0.0 0.10
H 2.82328 7.51084 -4.31971 0.0 0.0 0.0 0.11
H 5.54214 1.86585 0.27022 0.0 0.0 0.1 0.10
H 3.85971 0.07484 0.62374 0.0 0.0 0.0 0.05
H -0.99437 4.49549 0.59738 0.0 0.0 0.0 0.09
H 0.59122 6.39592 0.25680 0.0 -0.1 0.0 0.10
H 2.98902 5.93649 -0.04160 0.1 0.0 -0.1 0.10
C -0.31631 -2.02754 3.52814 0.2 0.1 0.1 -0.03
C -1.14626 -1.04744 2.71693 -0.1 -0.2 -0.3 -0.51
C -2.49580 -0.76234 3.36022 0.1 0.2 0.0 -0.01
O -0.44597 0.21546 2.60793 0.1 -0.8 0.0 -0.12
C -1.44176 -1.66472 1.29958 0.1 0.0 -0.2 -0.60
O -1.61452 -2.89046 1.25142 -0.1 0.2 -0.1 -0.01
O -1.50898 -0.84377 0.32537 -0.3 -2.0 0.4 -0.17
H -0.25066 -1.69293 4.56826 0.0 0.0 0.0 0.08
H 0.69367 -2.09149 3.11103 -0.1 0.0 0.0 0.07
H -0.76931 -3.01521 3.47854 0.0 0.0 0.0 0.08
H -2.35564 -0.42674 4.39234 0.0 0.0 0.0 0.08
H -3.10157 -1.66895 3.35041 0.0 0.0 0.0 0.09
H -3.01323 0.02356 2.80743 0.0 0.0 0.0 0.08
H 0.30639 0.05874 1.98942 0.4 -0.1 0.7 0.05
C -2.55352 -0.59299 -3.02702 0.0 -0.2 -0.4 -0.02
N -2.84066 0.69845 -3.63359 0.1 0.1 0.4 -0.11
C -4.04649 1.36209 -3.43713 0.1 -0.4 0.1 -0.11
C -3.90373 2.61020 -3.88901 0.2 0.2 -0.2 -0.09
N -2.60496 2.69637 -4.37422 0.0 0.1 0.2 0.05
C -1.92570 1.53394 -4.19037 -0.3 -0.1 -0.1 -0.83
S -0.33793 1.21605 -4.69669 -0.2 0.0 0.2 0.49
H -3.44068 -1.21443 -3.14189 0.0 -0.1 0.0 0.09
H -2.30894 -0.53227 -1.96941 0.0 0.3 0.1 0.07
H -1.71322 -1.04562 -3.55034 0.0 0.0 -0.1 0.06
H -4.87122 0.90000 -2.92641 0.1 0.0 0.1 0.08
H -4.57941 3.44605 -3.86908 0.1 0.0 0.0 0.11
H -2.11688 3.54562 -4.57683 0.1 0.1 -0.2 0.13
O -2.66207 2.16062 1.47165 -0.7 0.6 0.0 -0.57
S -3.13360 2.69169 0.14642 -1.1 0.7 -0.2 -0.03
O -3.09717 4.15215 0.12323 0.1 -0.1 0.0 -0.45
O -2.16963 2.13130 -0.87454 -1.2 0.7 -0.8 -0.59
S -4.97968 2.03286 -0.20837 0.0 -0.1 0.0 0.13
C 0.04814 -4.08087 -1.19624 0.1 -0.1 0.0 -0.03
N 1.11250 -4.80357 -0.49701 -0.2 0.0 -0.1 -0.12
C 1.16304 -6.16964 -0.28481 -0.1 0.3 -0.1 -0.07
C 2.28159 -6.42704 0.41748 0.2 0.1 0.1 -0.08
N 2.90823 -5.20674 0.63085 0.1 -0.1 0.0 -0.15
C 4.14712 -4.99744 1.34540 -0.1 0.0 0.0 -0.07
C 2.17919 -4.19147 0.07872 0.0 -0.2 0.0 -0.74
Se 2.50304 -2.39151 0.12110 0.0 -0.2 0.0 0.71
H -0.51909 -4.80193 -1.78367 0.0 0.0 0.0 0.08
H 0.49743 -3.33339 -1.84691 0.0 0.0 0.0 0.07
H -0.60633 -3.57650 -0.48570 0.0 0.0 0.1 0.06
H 0.39622 -6.83148 -0.65062 0.0 0.1 0.0 0.11
H 2.68330 -7.35597 0.78640 0.0 0.1 0.0 0.10
H 4.73877 -5.91146 1.30660 0.0 0.0 0.0 0.08
H 3.96056 -4.72091 2.38396 0.0 0.0 0.0 0.09
H 4.68330 -4.17716 0.87372 0.0 0.0 0.0 0.05
```
Positions in Å, forces in eV/Å.

Computed properties:
**E**: -173716.4998 eV
**ΔE to the lowest compared entry with this formula, charge and spin**: 0.0 kcal per mole
**Total charge**: -2



In eV/Å, the largest force on an atom values for the records above are, in order, 0.78; 2.06.
In eV, the HOMO values for the records above are, in order, -2.268; -2.193.